C5H12AlO2S as an isolated structure at a distorted geometry, computed with the ωB97M-V functional and the def2-TZVPD basis.

The value obtained for the max |F| is 0.0438 Eh/bohr. The value obtained for the HOMO energy is -4.53 eV. The value obtained for the total energy is -988.892563 hartree. The charge is -1. As for the gap between HOMO and LUMO: 7.838 eV.

```
21
Properties=species:S:1:pos:R:3:lowdin_charge:R:1
S 1.51 1.15 1.59 0.65
Al -1.19 1.83 -0.72 0.19
O -1.72 1.18 0.94 -0.31
O -1.30 0.17 -1.54 -0.26
C -2.07 -0.17 0.75 -0.29
C 2.32 0.25 0.23 -0.56
C -1.23 -0.72 -0.46 -0.42
C 1.40 -0.62 -0.70 -0.26
C 0.18 -1.29 -0.03 -0.17
H 0.24 -1.30 1.07 0.07
H -3.17 -0.22 0.61 0.10
H 3.18 -0.35 0.57 0.05
H 2.76 1.03 -0.41 0.05
H 0.37 2.20 -0.84 -0.08
H 2.05 -1.43 -1.07 0.09
H 0.19 -2.35 -0.34 0.09
H -2.16 3.00 -1.23 -0.11
H -1.74 -1.62 -0.87 0.12
H 1.14 -0.02 -1.58 0.08
H 1.11 0.14 2.44 -0.14
H -1.87 -0.86 1.60 0.10
```

One molecule with the formula C5H12BN at a distorted geometry, computed with the ωB97M-V functional and the def2-TZVPD basis.

The value obtained for the max |F| is 0.1153 Eh/bohr. The value obtained for the HOMO energy (spin up / spin down) is -7.56 / -7.56 eV. The value obtained for the total energy is -277.142640 hartree. The energy above the lowest of the compared OMol25 structures with the same formula, charge and spin is 4.068 eV. The charge is 0. As for the gap between HOMO and LUMO (spin up / spin down): 7.348 / 7.346 eV.

```
19
Properties=species:S:1:pos:R:3:lowdin_charge:R:1
N 0.31 -0.30 0.69 -0.07
C 2.66 0.04 0.12 -0.10
C -0.25 0.90 0.11 -0.32
C -2.38 -0.34 -0.20 -0.21
C -1.74 1.01 0.29 -0.19
C 1.39 -0.82 -0.02 -0.43
B -1.64 -1.62 0.22 0.26
H -2.08 1.75 -0.30 0.05
H 0.02 1.02 -1.01 0.14
H 2.70 0.93 -0.63 0.10
H -2.49 -0.18 -1.25 0.09
H -2.01 -2.66 0.60 0.02
H -3.41 -0.28 0.21 0.10
H 3.33 -0.77 -0.01 0.05
H 1.62 -1.74 0.49 0.09
H -2.04 1.11 1.41 0.15
H 1.28 -1.00 -1.11 0.11
H 0.28 1.72 0.56 0.10
H 2.63 0.46 1.11 0.06
```

C5H12BO8V as an isolated structure at a distorted geometry, computed with the ωB97M-V functional and the def2-TZVPD basis.

Its spin multiplicity is 2. The value obtained for the max |F| is 0.1823 Eh/bohr. The value obtained for the HOMO energy (spin up / spin down) is 3.36 / 3.34 eV. The value obtained for the total energy is -1768.266874 hartree. The energy above the lowest of the compared OMol25 structures with the same formula, charge and spin is 0.000 eV. The charge is -3. As for the gap between HOMO and LUMO (spin up / spin down): 3.037 / 3.066 eV.

```
27
Properties=species:S:1:pos:R:3:lowdin_charge:R:1
V -0.67 -1.18 -1.81 0.98
O -3.27 -1.54 -2.48 -0.16
O -0.71 -1.67 -4.04 -0.19
O -0.91 -1.70 -0.29 -0.42
O -3.65 0.17 -3.64 -0.20
O -0.73 1.07 3.58 -0.06
O -2.25 0.31 -1.87 -0.23
O -0.27 -3.16 -2.62 -0.20
O -1.26 -3.67 -4.56 -0.16
C 0.96 0.78 1.77 -0.06
C 0.63 0.88 3.26 -0.50
C -0.43 -2.93 -3.88 -0.85
C -3.28 -0.24 -2.46 -0.88
C 1.41 2.01 3.92 -0.09
B 1.37 0.13 -1.52 -0.44
H 1.10 -0.45 -2.46 -0.05
H 1.92 -0.54 -0.72 -0.03
H 2.49 1.82 3.87 0.07
H -1.27 1.04 2.79 0.09
H 0.96 -0.09 3.64 0.12
H 1.10 2.17 4.95 0.06
H 1.22 1.71 1.26 0.08
H 0.37 0.49 -1.11 -0.06
H 1.83 0.14 1.64 0.08
H 1.96 1.12 -1.76 -0.03
H 1.28 2.93 3.34 0.07
H 0.11 0.38 1.21 0.07
```

C5H12Br2N2O2 as an isolated structure at a distorted geometry, computed with the ωB97M-V functional and the def2-TZVPD basis.

Its spin multiplicity is 3. The value obtained for the max |F| is 0.0898 Eh/bohr. The value obtained for the HOMO energy (spin up / spin down) is -6.87 / -9.23 eV. The value obtained for the total energy is -5605.424645 hartree. The charge is 0. As for the gap between HOMO and LUMO (spin up / spin down): 7.282 / 6.546 eV.

```
23
Properties=species:S:1:pos:R:3:lowdin_charge:R:1
Br -0.95 3.16 -2.04 0.61
Br -2.02 -2.42 -1.38 0.55
O -0.14 -1.59 0.68 -0.22
O 0.40 -0.74 -2.09 -0.10
N -1.10 -1.08 -0.21 -0.35
N 0.64 2.31 -1.56 -0.43
C 0.34 0.91 -0.29 -0.39
C -0.47 -2.16 1.88 -0.10
C -0.46 -0.14 -1.09 -0.50
C -0.61 1.46 0.76 -0.07
C 1.72 0.50 0.19 -0.03
H -0.63 -1.36 2.64 0.09
H 2.23 1.37 0.50 0.07
H -0.64 2.54 0.73 0.06
H -1.26 0.48 -1.68 0.13
H 0.93 1.58 -2.22 0.00
H 0.45 -2.61 2.23 0.09
H -1.52 1.00 0.45 0.06
H -1.38 -2.86 1.97 0.12
H 1.16 -1.31 -1.67 0.14
H -0.49 1.24 1.80 0.08
H 1.62 -0.23 1.06 0.11
H 2.19 -0.04 -0.66 0.08
```